{
  "formula": "C2H5N3O",
  "method": "wB97M-V/def2-TZVPD",
  "symbols": ["H", "C", "H", "H", "H", "N", "N", "H", "O", "C", "N"],
  "xyz": [[-0.139, -1.765, -1.662], [1.330, 1.228, 0.292], [2.075, 0.459, 0.114], [-1.923, -1.688, 0.018], [-1.874, -0.308, 1.048], [-0.020, 0.922, 0.059], [-1.426, -0.886, 0.361], [1.632, 2.249, 0.080], [0.495, 1.050, 1.378], [-0.384, -0.379, -0.353], [0.234, -0.882, -1.333]],
  "nbo_charge": [0.34, 0.07, 0.19, 0.40, 0.40, -0.20, -0.82, 0.17, -0.37, 0.55, -0.74],
  "homo_lumo_gap_ha": 0.3812,
  "smiles": "[H]/N=C(\\N)N1CO1",
  "e_lumo_ha": 0.0359,
  "charge": 0,
  "e_above_lowest_kcal_mol": 80.2
}



{
  "formula": "C37H48MnN4O2P3Te",
  "method": "wB97M-V/def2-TZVPD",
  "symbols": ["H", "H", "C", "H", "N", "C", "C", "C", "C", "C", "H", "H", "C", "C", "C", "H", "H", "C", "H", "H", "C", "C", "H", "H", "C", "H", "H", "H", "C", "H", "H", "H", "H", "H", "H", "C", "H", "C", "C", "C", "Mn", "N", "P", "H", "H", "C", "H", "C", "C", "H", "H", "C", "C", "C", "H", "C", "H", "P", "H", "H", "Te", "H", "H", "H", "H", "C", "C", "C", "H", "H", "C", "C", "H", "C", "C", "H", "N", "P", "H", "C", "C", "C", "H", "O", "H", "H", "C", "H", "C", "H", "H", "H", "H", "O", "N", "H"],
  "xyz": [[-1.431, 0.095, 1.785], [4.095, 1.305, -2.337], [3.859, -6.715, -0.477], [2.695, -6.777, 1.319], [-2.588, 1.341, 2.863], [-4.269, 3.802, 0.353], [-3.256, 3.885, -1.884], [-1.831, -1.968, -1.337], [-0.030, -4.058, -1.518], [3.727, -4.681, -1.737], [4.891, -6.381, -2.319], [1.447, 3.338, -4.315], [-2.846, -2.371, 4.031], [2.780, -1.140, 3.391], [3.305, 1.354, 0.391], [-2.437, 2.046, 3.586], [0.621, 3.351, 2.064], [1.548, -0.938, 2.793], [-5.811, 3.101, 3.026], [-5.504, 4.707, 2.280], [-5.035, 3.787, 2.648], [-4.353, -3.170, 1.428], [-3.752, -1.784, 4.138], [-3.002, -3.348, 4.472], [4.221, -5.966, -1.581], [1.145, 1.253, -4.972], [-3.110, 0.585, 3.305], [-0.909, 1.948, -3.297], [1.447, 3.100, -0.928], [1.817, -4.498, 1.051], [3.574, 1.243, -4.031], [-0.070, 0.221, -4.159], [-5.036, -2.341, 1.567], [2.400, 3.415, 1.986], [4.255, -7.711, -0.345], [0.989, 0.468, -4.231], [-4.661, -3.999, 2.052], [1.528, 2.762, 1.945], [1.503, 2.688, -2.273], [1.218, 4.440, -0.635], [0.088, 0.335, -0.870], [-1.627, 1.675, -1.377], [2.217, -2.435, -1.015], [-3.321, -3.409, -1.876], [-2.568, -1.167, -1.286], [0.414, -2.783, -1.181], [2.938, -0.859, 4.423], [-2.517, 2.104, -0.470], [1.120, 4.963, -2.973], [-0.714, 1.530, 2.154], [-4.366, -3.476, 0.392], [-1.605, 2.314, -2.556], [1.032, 5.363, -1.652], [2.867, -4.138, -0.791], [0.980, 5.682, -3.766], [-0.475, -1.693, -1.114], [-1.709, -5.274, -2.040], [1.520, 1.802, 0.377], [3.928, 2.229, 0.203], [-2.340, 3.862, -3.829], [-2.339, -2.592, 1.931], [3.501, 0.578, -0.345], [4.411, -2.537, 0.776], [1.515, -0.432, -4.554], [4.005, -4.100, -2.604], [1.343, -1.320, 1.476], [-2.273, -3.239, -1.672], [2.990, -6.185, 0.464], [0.666, -4.880, -1.598], [0.734, -0.499, 3.352], [2.498, -4.903, 0.314], [3.609, -2.086, 1.345], [4.776, -1.854, 3.122], [2.362, -1.920, 0.747], [-2.401, 3.402, -2.855], [1.170, 4.771, 0.391], [-4.342, 3.178, 1.547], [1.680, 0.875, -2.573], [-2.570, 1.525, 0.442], [1.376, 3.636, -3.280], [-3.330, 3.213, -0.664], [3.454, 0.790, -3.047], [3.534, 0.947, 1.375], [-4.924, 4.788, 0.077], [3.744, -0.259, -3.097], [-3.871, 4.762, -2.027], [-1.372, -4.284, -1.766], [0.352, -1.182, 1.021], [3.814, -1.702, 2.658], [-3.685, 2.447, 1.831], [0.813, 6.392, -1.410], [-2.026, -1.880, 4.539], [1.589, 2.039, 2.759], [-4.081, 4.040, 3.656], [-1.277, 0.775, 2.545], [-4.442, 4.683, 4.272]],
  "lowdin_charge": [-0.04, 0.04, -0.08, 0.11, -0.05, -0.44, 0.04, -0.22, -0.09, -0.10, 0.11, 0.10, -0.44, -0.08, -0.22, 0.09, 0.04, -0.10, 0.13, 0.13, -0.24, -0.42, -0.01, -0.01, -0.08, 0.05, 0.07, 0.08, -0.38, 0.12, 0.06, 0.04, 0.00, 0.06, 0.11, -0.23, 0.00, -0.25, -0.39, -0.07, 0.37, 0.02, 1.09, 0.10, 0.08, -0.40, 0.11, -0.04, -0.06, 0.02, -0.02, -0.12, -0.05, -0.42, 0.11, -0.27, 0.11, 0.88, 0.07, 0.12, 1.19, 0.01, 0.11, 0.06, 0.09, -0.17, -0.13, -0.07, 0.10, 0.08, -0.10, -0.11, 0.11, -0.40, -0.01, 0.09, 0.09, 0.87, 0.09, -0.09, -0.07, -0.23, 0.04, 0.07, 0.03, 0.13, -0.07, 0.02, -0.07, 0.07, 0.11, -0.01, 0.04, -0.04, -0.05, 0.09],
  "homo_lumo_gap_ha": [0.2603, 0.2655],
  "e_lumo_ha": [-0.1012, -0.0963],
  "charge": 1,
  "spin_multiplicity": 2
}



{
  "formula": "C5H6N2",
  "method": "wB97M-V/def2-TZVPD",
  "symbols": ["H", "C", "H", "H", "H", "N", "C", "C", "H", "H", "C", "C", "N"],
  "xyz": [[-0.705, -0.340, 1.531], [1.299, 0.658, -0.074], [-1.708, 0.656, -1.548], [2.430, -1.428, 0.370], [-2.425, -0.668, 0.788], [0.560, -1.645, -0.309], [-1.357, -0.363, 0.651], [-1.011, 0.201, -0.670], [2.110, 1.457, 0.235], [-0.111, 2.350, -0.086], [1.504, -0.864, -0.094], [0.125, 1.177, -0.247], [-0.710, -1.191, -0.547]],
  "nbo_charge": [0.22, -0.33, 0.23, 0.21, 0.21, -0.24, -0.26, -0.15, 0.23, 0.23, 0.05, -0.14, -0.27],
  "homo_lumo_gap_ha": 0.3405,
  "smiles": "C1=C[C@@H]2CN2N=C1",
  "e_lumo_ha": 0.0230,
  "charge": 0,
  "e_above_lowest_kcal_mol": 112.9
}



E, respectively: -318.62267 -4250.98621 -303.45614 a.u..
Strongest force on any atom, respectively: 1.96 1.34 4.43 eV/Å.